[1]
This record from the OMol25 dataset describes C13H26Cl2CoN6 as an isolated structure. The level of theory is the ωB97M-V functional and the def2-TZVPD basis.

HOMO (alpha / beta)	-0.5428 / -0.5413	Eh
<S²>	3.76
frontier orbital gap (alpha / beta)	8.9755 / 8.1867	eV

```
! wB97M-V def2-TZVPD RIJCOSX def2/J DEFGRID3
* xyz 2 4
Co 0.552 -0.684 -0.602
Cl -0.014 -2.585 -2.009
C 1.713 -2.838 -2.421
Cl 2.681 -1.584 -1.586
H 1.841 -2.729 -3.489
H 2.021 -3.811 -2.068
C 0.939 0.711 4.201
N 0.850 -0.661 3.683
C 1.200 -1.746 4.618
C 1.089 -3.006 3.766
N 0.921 -2.456 2.418
C 0.727 -3.339 1.296
C 0.690 -1.124 2.432
N 0.333 -0.442 1.340
C -0.204 0.929 1.492
C -1.151 1.246 0.359
N -0.495 0.969 -0.937
C -0.899 1.580 -2.051
N -0.196 1.492 -3.204
C 1.065 0.821 -3.394
C -0.919 2.056 -4.343
C -2.021 2.846 -3.651
N -2.005 2.322 -2.272
C -3.009 2.885 -1.358
H 1.483 0.658 5.140
H -0.035 1.143 4.413
H 1.499 1.364 3.539
H 0.517 -1.750 5.464
H 2.210 -1.593 4.994
H 0.228 -3.616 4.039
H 1.980 -3.626 3.818
H 1.196 -4.293 1.527
H 1.232 -2.952 0.413
H -0.329 -3.516 1.069
H 0.591 1.676 1.509
H -0.785 1.021 2.402
H -1.396 2.291 0.472
H -2.068 0.661 0.472
H 1.661 0.887 -2.488
H 1.626 1.337 -4.173
H 0.946 -0.227 -3.704
H -1.310 1.268 -4.986
H -0.262 2.690 -4.934
H -2.995 2.675 -4.099
H -1.825 3.918 -3.648
H -3.770 3.348 -1.980
H -2.600 3.661 -0.715
H -3.502 2.124 -0.763
*
```

Atomic partial charges in e from the natural (NBO) method, atoms 1 to 6: atom 1 (Co): 1.38, atom 2 (Cl): 0.03, atom 3 (C): -0.37, atom 4 (Cl): 0.03, atom 5 (H): 0.27, atom 6 (H): 0.26

***

[2]
This record from the OMol25 dataset describes one molecule with the formula C3H2INS at a distorted geometry. The level of theory is the ωB97M-V functional and the def2-TZVPD basis.

HOMO	-0.3136	Eh
energy relative to the best compared isomer or geometry (same formula, charge and spin)	26.1	kcal/mol
frontier orbital gap	8.5439	eV
SMILES	Ic1nccs1

```
! wB97M-V def2-TZVPD RIJCOSX def2/J DEFGRID3
* xyz 0 1
I 3.373 0.189 0.026
C 1.342 -0.058 -0.047
N 0.329 1.220 -0.046
C -0.863 0.689 -0.005
C -1.022 -0.680 0.032
S 0.481 -1.487 -0.006
H -1.705 1.362 -0.014
H -1.935 -1.236 0.061
*
```

Atomic partial charges in e from the natural (NBO) method, atoms 1 to 6: atom 1 (I): 0.28, atom 2 (C): -0.39, atom 3 (N): -0.39, atom 4 (C): -0.04, atom 5 (C): -0.53, atom 6 (S): 0.59

***

[3]
This record from the OMol25 dataset describes a 14-piece molecular cluster, C26H74ClN2O17S2 overall at a distorted geometry. The level of theory is the ωB97M-V functional and the def2-TZVPD basis.

HOMO	-0.1440	Eh
frontier orbital gap	5.5972	eV

```
! wB97M-V def2-TZVPD RIJCOSX def2/J DEFGRID3
* xyz -1 1
C 4.032 -2.772 0.520
C 3.479 -1.558 1.441
C 4.504 -0.328 1.273
Cl 4.867 0.506 2.903
C 4.097 0.715 0.113
C 3.525 2.112 0.652
C 2.162 1.967 1.509
C 0.962 2.897 0.979
S -0.627 1.936 1.291
C -0.554 0.616 -0.047
S -0.290 1.157 -1.605
N -0.701 -0.782 0.381
C 0.012 -1.743 -0.506
C -0.855 -2.301 -1.740
O -2.030 -1.524 -2.064
C -2.883 -1.300 -0.917
C -2.122 -1.212 0.492
N 3.196 0.051 -0.902
O 3.485 0.509 -2.181
C 5.462 1.064 -0.704
O 5.814 2.276 -0.855
O 6.252 0.079 -1.281
H 3.720 -2.590 -0.562
H 3.592 -3.789 0.869
H 5.166 -2.874 0.538
H 3.443 -1.973 2.513
H 2.401 -1.281 1.175
H 5.516 -0.781 0.955
H 3.322 2.769 -0.277
H 4.318 2.684 1.249
H 2.378 2.267 2.586
H 1.834 0.861 1.538
H 0.967 3.881 1.559
H 1.086 3.179 -0.128
H 0.260 -2.662 0.154
H 1.042 -1.342 -0.833
H -1.081 -3.429 -1.617
H -0.171 -2.245 -2.669
H -3.376 -0.275 -1.081
H -3.755 -2.043 -0.828
H -2.654 -0.539 1.239
H -2.105 -2.285 0.925
H 2.247 0.416 -0.718
H 3.751 -0.306 -2.672
C 3.413 0.823 5.949
O 2.093 0.862 5.420
H 4.051 0.260 5.266
H 3.799 1.839 6.049
H 3.403 0.328 6.925
H 1.552 1.364 6.042
C -2.582 -2.438 -5.030
O -3.553 -3.466 -4.890
H -2.526 -1.874 -4.099
H -1.606 -2.883 -5.243
H -2.872 -1.767 -5.844
H -3.580 -3.947 -5.727
C -1.281 -0.566 4.004
O -2.601 -0.540 3.471
H -0.636 -1.124 3.325
H -0.905 0.454 4.101
H -1.290 -1.057 4.981
H -3.147 -0.041 4.090
C -6.698 -0.329 -1.204
O -5.362 0.150 -1.183
H -6.847 -0.999 -0.358
H -7.389 0.515 -1.125
H -6.880 -0.874 -2.134
H -5.261 0.740 -1.942
C 6.099 -0.338 -4.833
O 5.099 -1.337 -4.668
H 6.180 0.235 -3.908
H 7.060 -0.811 -5.051
H 5.817 0.332 -5.651
H 5.047 -1.828 -5.497
C -0.088 7.070 0.852
O -0.566 6.484 2.051
H 0.897 7.499 1.038
H -0.008 6.307 0.073
H -0.772 7.862 0.530
H -1.438 6.112 1.858
C -4.547 5.014 0.719
O -3.202 5.474 0.749
H -4.706 4.344 1.563
H -5.231 5.864 0.797
H -4.731 4.473 -0.211
H -3.085 6.064 -0.006
C -0.455 -3.018 -8.192
O -1.427 -4.045 -8.052
H -0.400 -2.454 -7.261
H 0.521 -3.462 -8.404
H -0.746 -2.347 -9.005
H -1.454 -4.526 -8.888
C 6.472 1.890 8.137
O 5.708 2.670 7.229
H 6.003 0.911 8.239
H 7.487 1.766 7.752
H 6.500 2.382 9.113
H 6.142 3.529 7.156
C -7.154 2.492 1.104
O -7.098 3.642 0.272
H -6.246 1.908 0.958
H -7.223 2.798 2.152
H -8.023 1.886 0.835
H -7.911 4.142 0.419
C -3.353 -4.486 3.737
O -4.122 -3.720 2.824
H -3.810 -5.470 3.842
H -2.334 -4.600 3.356
H -3.333 -3.990 4.711
H -3.696 -2.854 2.748
C 1.945 -6.484 0.648
O 1.783 -5.100 0.376
H 2.901 -6.812 0.240
H 1.936 -6.652 1.728
H 1.137 -7.050 0.176
H 0.932 -4.835 0.746
C -2.762 1.464 -5.697
O -1.644 0.838 -5.090
H -2.447 1.904 -6.644
H -3.543 0.722 -5.887
H -3.146 2.251 -5.042
H -1.949 0.456 -4.255
*
```

Atomic partial charges in e from the Mulliken method, atoms 1 to 6: atom 1 (C): -0.78, atom 2 (C): 0.03, atom 3 (C): -0.39, atom 4 (Cl): -0.32, atom 5 (C): 0.40, atom 6 (C): -1.34

***

[4]
This record from the OMol25 dataset describes C32H19AlCl5N4O6S as an isolated structure. The level of theory is the ωB97M-V functional and the def2-TZVPD basis.

HOMO	-0.2276	Eh
frontier orbital gap	8.5081	eV

```
! wB97M-V def2-TZVPD RIJCOSX def2/J DEFGRID3
* xyz -1 1
Al -0.051 -0.057 -0.055
O 3.539 1.588 -1.029
C 2.452 1.000 -0.959
N 1.843 0.466 0.083
C 2.473 0.538 1.381
C 1.389 0.694 2.412
C 1.610 1.345 3.615
C 0.562 1.511 4.502
C -0.689 1.027 4.157
C -0.836 0.395 2.940
N 0.177 0.208 2.085
C 1.628 0.801 -2.218
C 2.048 1.279 -3.444
C 1.282 0.995 -4.562
C 0.142 0.214 -4.424
C -0.218 -0.211 -3.160
N 0.495 0.099 -2.076
H 3.005 -0.398 1.580
H 3.192 1.354 1.440
H 2.599 1.729 3.833
H 0.713 2.043 5.434
H -1.548 1.163 4.799
H -1.809 0.051 2.626
H 2.967 1.847 -3.481
H 1.575 1.367 -5.535
H -0.471 -0.045 -5.276
H -1.097 -0.823 -2.993
O -1.934 2.717 1.412
C -1.046 2.741 0.566
O -0.532 1.712 -0.006
C -0.461 4.062 0.133
C 0.874 4.157 -0.242
C 1.410 5.386 -0.607
C 0.605 6.519 -0.619
C -0.733 6.422 -0.253
C -1.261 5.198 0.135
H 1.496 3.270 -0.246
H 2.454 5.453 -0.890
H 1.019 7.477 -0.912
H -1.362 7.304 -0.266
H -2.295 5.103 0.443
Cl -2.632 1.270 -2.153
C -3.117 0.144 -0.908
C -2.167 -0.561 -0.143
C -2.753 -1.478 0.752
Cl -1.772 -2.496 1.784
C -4.132 -1.651 0.916
Cl -4.770 -2.776 2.066
C -5.013 -0.918 0.138
Cl -6.718 -1.134 0.305
C -4.502 -0.024 -0.793
Cl -5.606 0.848 -1.796
O 2.989 -4.348 2.501
S 2.960 -4.080 1.089
O 4.190 -4.201 0.357
N 2.246 -2.644 0.793
C 1.118 -2.792 0.141
O 0.316 -1.880 -0.222
C 0.763 -4.210 -0.189
C -0.337 -4.686 -0.877
C -0.457 -6.061 -1.046
C 0.504 -6.931 -0.536
C 1.612 -6.446 0.151
C 1.712 -5.078 0.304
H -1.081 -3.999 -1.260
H -1.311 -6.463 -1.576
H 0.384 -7.999 -0.674
H 2.368 -7.110 0.551
*
```

Atomic partial charges in e from the natural (NBO) method, atoms 1 to 6: atom 1 (Al): 1.88, atom 2 (O): -0.69, atom 3 (C): 0.62, atom 4 (N): -0.77, atom 5 (C): -0.27, atom 6 (C): 0.27

***

[5]
This record from the OMol25 dataset describes a 14-piece molecular cluster, C70H153N9O17 overall at a distorted geometry. The level of theory is the ωB97M-V functional and the def2-TZVPD basis.

HOMO	-0.5025	Eh
frontier orbital gap	6.1812	eV

```
! wB97M-V def2-TZVPD RIJCOSX def2/J DEFGRID3
* xyz 4 1
C 17.922 17.542 13.639
C 16.780 16.625 14.065
O 16.022 16.148 13.214
N 16.800 16.066 15.527
H 17.220 15.150 15.464
H 17.412 16.537 16.178
C 15.386 16.081 15.945
H 18.719 16.869 13.324
H 18.233 18.263 14.396
H 17.658 18.164 12.784
H 15.395 15.129 16.477
H 14.550 16.034 15.247
H 15.181 16.888 16.648
C 19.973 13.005 19.151
C 18.483 12.502 18.839
O 18.257 11.330 18.497
N 17.399 13.526 19.140
H 17.391 13.694 20.136
H 17.612 14.466 18.840
C 15.915 13.146 18.765
H 20.572 12.161 18.811
H 20.086 13.350 20.179
H 20.280 13.907 18.621
H 15.311 14.053 18.744
H 15.518 12.389 19.441
H 15.925 12.664 17.787
C 21.070 19.579 20.123
C 20.486 20.401 18.980
C 21.436 20.191 17.778
N 21.131 21.068 16.579
C 19.791 20.578 15.854
C 19.486 21.425 14.648
C 19.514 22.921 15.036
C 20.779 23.421 15.728
C 21.007 22.582 16.960
C 22.321 20.870 15.621
H 21.191 18.513 19.928
H 20.615 19.769 21.095
H 22.107 19.870 20.288
H 20.487 21.463 19.224
H 19.455 20.094 18.801
H 21.424 19.157 17.434
H 22.457 20.467 18.042
H 19.037 20.697 16.631
H 20.010 19.527 15.663
H 18.509 21.126 14.270
H 20.173 21.033 13.898
H 18.631 23.254 15.583
H 19.541 23.603 14.186
H 20.584 24.443 16.055
H 21.657 23.466 15.084
H 20.122 22.694 17.587
H 21.919 22.815 17.510
H 23.172 21.376 16.076
H 22.225 21.264 14.610
H 22.603 19.833 15.438
C 8.882 13.353 14.490
C 9.595 14.377 13.659
C 10.269 15.435 14.614
N 10.875 16.714 13.864
C 9.847 17.561 13.006
C 10.269 18.954 12.613
C 10.495 19.824 13.908
C 11.617 19.147 14.677
C 11.299 17.662 15.039
C 12.104 16.296 12.922
H 8.055 13.739 15.086
H 9.510 12.944 15.281
H 8.361 12.649 13.841
H 8.868 14.871 13.015
H 10.287 13.946 12.935
H 11.004 15.006 15.295
H 9.483 15.820 15.263
H 9.035 17.582 13.734
H 9.679 16.857 12.191
H 9.467 19.425 12.044
H 11.184 19.013 12.023
H 9.571 20.007 14.456
H 10.750 20.878 13.792
H 11.855 19.811 15.508
H 12.508 19.072 14.055
H 10.453 17.684 15.726
H 12.188 17.221 15.490
H 11.818 16.383 11.874
H 12.335 15.274 13.225
H 12.963 16.912 13.187
C 15.450 13.728 10.889
C 14.690 13.295 12.150
C 15.107 11.967 12.840
N 14.281 11.401 14.053
C 12.743 11.553 13.807
C 11.865 10.876 14.963
C 12.398 9.493 15.448
C 13.919 9.442 15.667
C 14.714 9.959 14.388
C 14.555 12.324 15.264
H 16.389 14.165 11.231
H 14.984 14.521 10.304
H 15.661 12.888 10.228
H 13.639 13.218 11.872
H 14.812 14.088 12.888
H 16.121 12.001 13.239
H 15.103 11.123 12.151
H 12.718 11.088 12.822
H 12.551 12.623 13.724
H 10.928 10.583 14.490
H 11.666 11.544 15.801
H 12.271 8.790 14.625
H 11.803 9.201 16.313
H 14.408 8.488 15.865
H 14.229 10.084 16.492
H 14.415 9.310 13.566
H 15.793 9.936 14.541
H 15.436 11.953 15.788
H 13.704 12.286 15.945
H 14.742 13.326 14.878
C 23.335 13.843 10.922
C 22.942 13.907 12.400
C 23.120 15.299 13.015
N 22.400 15.402 14.336
C 20.895 15.398 14.021
C 22.778 16.467 15.290
C 22.367 16.013 16.761
C 22.119 14.552 16.675
C 22.684 14.179 15.234
H 22.459 14.066 10.314
H 23.692 12.863 10.603
H 24.146 14.547 10.734
H 23.693 13.300 12.906
H 22.009 13.384 12.607
H 22.786 16.080 12.332
H 24.166 15.411 13.302
H 20.346 15.467 14.960
H 20.615 14.532 13.421
H 20.756 16.333 13.478
H 22.379 17.406 14.907
H 23.866 16.427 15.327
H 21.484 16.563 17.088
H 23.180 16.198 17.463
H 21.058 14.304 16.641
H 22.448 14.028 17.572
H 22.095 13.314 14.929
H 23.764 14.034 15.260
C 18.264 18.317 23.210
C 16.787 18.434 22.737
C 16.340 17.729 21.393
N 14.804 17.642 21.180
C 14.658 16.821 19.838
C 14.104 19.038 21.104
C 12.597 18.791 21.312
C 12.484 17.358 21.868
C 13.939 16.959 22.286
H 18.896 18.244 22.324
H 18.446 17.550 23.962
H 18.662 19.272 23.554
H 16.488 19.482 22.720
H 16.196 18.015 23.551
H 16.681 16.696 21.460
H 16.777 18.217 20.522
H 15.281 17.402 19.158
H 13.648 16.740 19.436
H 15.093 15.827 19.939
H 14.434 19.458 20.154
H 14.463 19.698 21.893
H 12.046 18.879 20.375
H 12.112 19.483 22.001
H 12.095 16.709 21.084
H 11.876 17.199 22.759
H 14.302 15.931 22.325
H 14.073 17.464 23.243
C 17.326 17.901 9.096
C 17.954 19.283 9.652
C 16.721 20.326 9.735
N 17.108 21.836 9.920
C 15.868 22.678 9.806
C 18.048 22.206 8.794
C 19.393 22.558 9.456
C 18.901 23.117 10.824
C 17.804 22.143 11.264
H 18.128 17.365 8.587
H 16.617 17.986 8.272
H 16.808 17.354 9.884
H 18.780 19.653 9.045
H 18.349 19.099 10.651
H 15.997 20.103 10.519
H 16.174 20.377 8.794
H 15.339 22.689 8.852
H 16.122 23.729 9.948
H 15.094 22.435 10.534
H 17.705 23.130 8.328
H 18.222 21.495 7.987
H 20.014 23.290 8.941
H 19.911 21.602 9.528
H 18.541 24.145 10.875
H 19.683 22.973 11.570
H 17.151 22.578 12.021
H 18.326 21.257 11.627
C 16.565 19.562 17.034
C 16.289 21.028 17.334
C 14.866 21.306 16.894
N 14.642 22.863 16.848
C 15.079 23.609 18.069
C 13.101 23.034 16.475
C 13.100 23.914 15.231
C 14.476 24.570 14.989
C 15.408 23.502 15.634
H 17.077 19.436 16.080
H 15.635 19.002 17.129
H 17.300 19.143 17.721
H 17.165 21.667 17.222
H 16.136 21.046 18.413
H 14.157 20.994 17.661
H 14.572 20.993 15.893
H 14.543 23.162 18.906
H 14.846 24.620 17.735
H 16.150 23.425 18.152
H 12.514 23.300 17.354
H 12.707 22.057 16.196
H 12.340 24.661 15.460
H 12.878 23.302 14.357
H 14.593 25.463 15.603
H 14.771 24.734 13.953
H 16.424 23.723 15.964
H 15.507 22.754 14.847
O 15.782 19.714 13.020
C 14.624 20.254 12.694
O 13.896 19.655 11.931
O 14.279 21.375 13.127
H 15.567 18.920 12.526
O 17.770 11.457 14.988
C 18.580 12.538 14.986
O 18.113 13.624 15.171
O 19.752 12.287 14.707
H 18.480 10.838 14.802
O 20.898 18.808 12.902
C 21.840 19.341 12.199
O 21.582 20.375 11.566
O 22.956 18.845 12.085
H 20.173 19.278 12.484
O 11.351 14.452 18.973
C 12.345 14.325 18.138
O 12.698 13.121 17.971
O 12.991 15.276 17.611
H 11.240 13.499 18.985
O 19.676 16.819 19.220
C 18.734 16.918 18.347
O 17.712 16.234 18.533
O 18.888 17.397 17.214
H 19.157 16.274 19.816
*
```

Atomic partial charges in e from the Mulliken method, atoms 1 to 6: atom 1 (C): 0.64, atom 2 (C): 0.19, atom 3 (O): -0.50, atom 4 (N): 3.04, atom 5 (H): 0.22, atom 6 (H): -1.26